P | # C7H10O

One molecule with the formula C7H10O (wB97M-V/def2-TZVPD, the Open Molecules 2025 dataset).

Each line ends with the Löwdin charge.
Positions of all 18 atoms, in Å:
C 2.37768 0.23571 0.01530  -0.07
C 1.96891 -1.05051 -0.07603  -0.15
O 0.65255 -1.25458 -0.09320  -0.03
C -0.00831 -0.01645 0.00370  -0.42
C 1.13599 1.08568 0.07964  -0.10
C -1.15326 0.13543 -1.07934  -0.09
C -2.13421 -0.36549 -0.00675  -0.17
C -1.10109 -0.12518 1.11594  -0.08
H 3.41411 0.57003 0.06516  0.10
H 2.62647 -1.90933 -0.17294  0.12
H 1.01627 1.74783 -0.81369  0.12
H 1.00733 1.68129 0.96926  0.10
H -1.30464 1.17653 -1.38565  0.11
H -1.03042 -0.52040 -1.94496  0.11
H -2.32131 -1.44507 -0.13764  0.11
H -3.07436 0.19202 0.05129  0.10
H -0.91051 -0.98631 1.77300  0.12
H -1.16120 0.84880 1.63693  0.12

## Properties
HOMO   -8.205 eV
Kohn-Sham gap   9.24 eV
Total charge   0
Molar mass   110.156 g/mol

Q | # C7H10O

A 2-piece molecular cluster, C7H10O overall (wB97M-V/def2-TZVPD, the Open Molecules 2025 dataset).

Each line ends with the Löwdin charge.
Positions of all 18 atoms, in Å:
C -0.65099 1.89934 0.78468  -0.05
C 0.03925 0.77029 0.09319  -0.32
C 1.29531 0.28097 0.40696  -0.06
C 1.87917 -0.77499 -0.29282  -0.09
C 1.14994 -1.38006 -1.29777  -0.11
C -0.05906 -0.84080 -1.74444  -0.08
C -0.56603 0.24586 -1.05639  -0.07
H 0.09858 2.60891 1.13604  0.08
H -1.35386 2.37716 0.09728  0.08
H -1.32810 1.68289 1.60740  0.07
H 1.83524 0.74173 1.22949  0.11
H 2.76838 -1.25660 0.08909  0.10
H 1.64220 -2.03055 -2.01760  0.10
H -0.69296 -1.35647 -2.45282  0.10
H -1.48823 0.71908 -1.37790  0.11
O -1.73199 -0.94902 1.46930  -0.04
H -1.99468 -1.57445 2.15383  0.05
H -0.84218 -1.16331 1.17247  0.02

## Properties
HOMO   -9.039 eV
Kohn-Sham gap   9.91 eV
Total charge   0
Molar mass   110.156 g/mol

Most stable structure: Q

P | # C7H10O

C7H10O as an isolated structure (wB97M-V/def2-TZVPD, the Open Molecules 2025 dataset).

Each line ends with the Löwdin charge.
Positions of all 18 atoms, in Å:
C 1.97260 -0.38726 0.22285  -0.11
C 0.48782 -0.57981 0.64229  -0.27
C -0.15016 -1.12500 -0.69536  -0.10
C -1.48448 -0.23243 -0.79555  -0.19
C -1.79750 -0.12608 0.72150  -0.10
C -0.38729 0.62296 0.74931  -0.27
C -0.87334 1.16755 -0.55761  -0.14
H 2.57174 -1.39915 0.01286  0.15
H 0.46883 -1.16951 1.59112  0.15
H -0.44871 -2.15198 -0.49951  0.10
H 0.46186 -1.24705 -1.56290  0.10
H -2.16658 -0.68705 -1.56016  0.14
H -1.61585 -1.02046 1.47292  0.14
H -2.61224 0.46393 1.09007  0.10
H -0.07723 1.26856 1.51607  0.13
H -1.65262 1.91817 -0.41443  0.11
H -0.19438 1.63149 -1.27857  0.11
O 2.33241 0.79419 -0.26151  -0.06

## Properties
HOMO   -9.651 eV
Kohn-Sham gap   10.34 eV
Total charge   0
Molar mass   110.156 g/mol

Q | # C7H10O

C7H10O as an isolated structure (wB97M-V/def2-TZVPD, the Open Molecules 2025 dataset).

Each line ends with the Löwdin charge.
Positions of all 18 atoms, in Å:
C 1.89503 -0.80785 -0.14482  -0.08
C 0.69337 -0.01846 -0.03634  -0.51
C 0.66448 1.38647 0.24551  -0.08
C -0.31827 0.88449 -0.80515  -0.16
C -1.62902 0.18163 -0.66023  -0.36
C -1.66288 -0.02986 0.84973  -0.09
C -0.54398 -0.84428 0.45761  -0.25
H 2.67529 -1.08013 0.61875  0.05
H 2.49942 -0.57348 -1.36217  0.17
H 1.64481 -2.17756 -0.13079  0.16
H 1.49898 1.84286 -0.55308  0.18
H 0.34210 1.92141 1.27447  0.15
H -0.20624 1.11939 -1.93743  0.17
H -2.50666 0.61503 -1.19257  0.17
H -1.22833 0.87295 1.46154  0.13
H -2.55264 -0.57663 1.47469  0.18
H -0.04104 -1.61348 1.34544  0.21
O -1.22441 -1.10250 -0.90516  -0.02

## Properties
HOMO   -9.274 eV
Kohn-Sham gap   10.12 eV
Total charge   0
Molar mass   110.156 g/mol

Most stable structure: P

P | # O5S2

An isolated ion of composition O5S2 and charge -2 (wB97M-V/def2-TZVPD, the Open Molecules 2025 dataset).

Each line ends with the Löwdin charge.
Positions of all 7 atoms, in Å:
O 1.70529 0.54283 1.21829  -0.59
O -2.06489 0.74643 -1.16460  -0.59
O 0.07467 -0.51180 -0.19919  -0.70
O -2.35576 -0.73445 0.90548  -0.57
O 2.67556 -0.62075 -0.72370  -0.64
S 1.51699 0.29995 -0.21386  0.48
S -1.55186 0.27778 0.17759  0.62

## Properties
HOMO   0.235 eV
Kohn-Sham gap   6.26 eV
Total charge   -2
Molar mass   144.129 g/mol

Q | # O5S2

An isolated ion of composition O5S2 and charge -2 (wB97M-V/def2-TZVPD, the Open Molecules 2025 dataset).

Each line ends with the Löwdin charge.
Positions of all 7 atoms, in Å:
O -2.13445 0.57320 -1.02673  -0.61
S -1.38226 0.37003 0.21727  0.57
O -1.77202 -0.99079 0.85309  -0.63
S 0.89499 0.06326 -0.04817  0.31
O 1.18631 -0.96917 0.95025  -0.51
O 1.55359 1.31900 0.45812  -0.54
O 1.65384 -0.36552 -1.40383  -0.59

## Properties
HOMO   0.257 eV
Kohn-Sham gap   6.11 eV
Total charge   -2
Molar mass   144.129 g/mol

Most stable structure: P